Below is a structure of composition C22H25F5NO2RhTe at a distorted geometry, with properties calculated with ωB97M-V with the def2-TZVPD basis set.

The value obtained for the LUMO energy (alpha / beta) is -0.056 / -0.078 Eh. As for the spin multiplicity: 5. As for the total charge: 0. As for the expectation value of S²: 6.024. The largest force on an atom comes out at 11.14 eV/Å.

Last column: Mulliken spin population.
Positions of all 57 atoms, in Å:
C1 -3.2469 -1.6122 -1.0858  0.07
C2 -2.6518 -0.7723 -2.0772  0.29
C3 -1.3837 -1.3308 -2.4175  0.30
H1 -3.1132 0.1074 -2.5279  -0.01
C4 -1.1922 -2.5114 -1.6438  0.00
C5 -2.3406 -2.6898 -0.8171  0.28
H2 -0.3438 -3.1859 -1.7059  0.01
C6 -3.1031 1.5216 2.0227  0.11
C7 -3.0261 1.5724 0.5900  0.10
C8 -1.6596 1.8165 0.2238  0.13
H3 -3.8626 1.4896 -0.1013  0.00
C9 -0.8520 1.8507 1.4078  0.12
C10 -1.7719 1.7220 2.5281  0.15
H4 -0.6938 -0.9455 -3.1672  0.04
H5 -2.5083 -3.5114 -0.1311  0.03
H6 -4.2366 -1.4896 -0.6527  0.01
H7 -1.5206 1.7038 3.5916  0.04
H8 -1.3174 1.9690 -0.7975  0.03
H9 -3.9915 1.3417 2.6354  0.01
Rh1 -1.8714 0.1208 1.3013  2.04
C11 0.6428 2.3155 1.5017  0.06
C12 0.7882 3.2320 2.7229  0.01
C13 1.0846 3.1339 0.2826  0.02
H10 0.1946 4.1413 2.6045  0.00
H11 1.8240 3.5591 2.8672  0.00
H12 0.4756 2.7491 3.6519  0.00
H13 0.4554 4.0221 0.1793  -0.01
H14 1.0247 2.5576 -0.6418  0.00
H15 2.1205 3.4706 0.4140  0.00
C14 1.6394 1.1292 1.6965  0.05
C15 1.9772 0.2998 0.4706  -0.03
H16 1.2562 0.4193 2.4415  -0.01
H17 2.5704 1.5264 2.1287  0.00
O1 1.1331 -0.1527 -0.3235  0.01
N1 3.2959 0.0240 0.1856  0.00
C16 3.4702 -1.1854 -0.6322  0.00
H18 4.0059 0.2076 0.8926  0.00
C17 2.9259 -0.9174 -2.0131  0.00
C18 2.4010 -1.9684 -2.7656  0.00
H19 2.2680 -2.9313 -2.2693  0.00
C19 1.9852 -1.7448 -4.0806  0.00
H20 1.5679 -2.5757 -4.6590  0.00
C20 2.0874 -0.4620 -4.6444  0.00
H21 1.7968 -0.2957 -5.6869  0.00
C21 2.5737 0.6062 -3.8719  0.00
H22 2.6160 1.6220 -4.2762  0.00
C22 2.9969 0.3729 -2.5612  0.00
H23 3.3279 1.1956 -1.9259  0.00
H24 2.9294 -2.0312 -0.1651  0.00
H25 4.5393 -1.4453 -0.6694  0.00
F1 -2.6428 -0.9651 4.2016  0.00
Te1 -2.4109 -2.5675 3.1308  0.01
F2 -2.3858 -4.1962 2.1168  0.00
F3 -1.1085 -3.2184 4.3548  0.00
F4 -3.7878 -3.3847 4.1904  0.00
F5 -3.8456 -1.9213 1.9667  0.01
O2 -1.1058 -1.7874 2.0096  0.09

Forces on atoms 1 to 3 (eV/Å):
0.252 1.815 -1.336
-2.269 -0.949 2.021
1.489 -2.344 0.739